# 1
C6H8O2P | the ωB97M-V functional and the def2-TZVPD basis

Output
Charge ... -1
Relative energy (zero: lowest compared OMol25 entry of this formula, charge and spin) ... 197.2 kJ/mol

Bonds (Å) are listed after each position.
CARTESIAN COORDINATES (ANGSTROEM)
1 C -0.60096 1.34544 -0.17204  C2 1.447, C5 1.510, P9 2.002, H10 1.138
2 C 0.41477 1.91122 0.68993  C1 1.447, C5 1.513
3 C 0.52351 -0.75334 0.56083  C4 1.519, C5 1.455, H11 1.117, H12 1.029
4 C -0.88271 -1.04633 1.05382  C3 1.519, P9 1.829, H13 1.066, H14 1.115
5 C 0.68969 0.58524 0.01496  C1 1.510, C2 1.513, C3 1.455, C6 1.478
6 C 1.84405 0.48000 -0.90139  C5 1.478, H15 1.163, H16 1.071, H17 1.116
7 O -3.27820 0.36008 0.42536  P9 1.508
8 O -1.91003 -0.79305 -1.45135  P9 1.500
9 P -1.95498 -0.12738 -0.10795  C1 2.002, C4 1.829, O7 1.508, O8 1.500
10 H -0.91980 1.96492 -1.07186  C1 1.138
11 H 1.33514 -0.83480 1.32344  C3 1.117
12 H 0.54371 -1.53069 -0.11367  C3 1.029
13 H -1.13315 -2.08287 1.04986  C4 1.066
14 H -0.98731 -0.65676 2.09285  C4 1.115
15 H 1.38396 -0.01037 -1.85023  C6 1.163
16 H 2.49931 -0.21111 -0.41146  C6 1.071
17 H 2.43301 1.39979 -1.13110  C6 1.116



# 2
C21H24N6O12 | the ωB97M-V functional and the def2-TZVPD basis

Output
Structure (SMILES) ... O=[N+]([O-])c1ccccc1.O=[N+]([O-])c1ccccc1.O=[N+]([O-])c1ccccc1.C[N+](=O)[O-].C[N+](=O)[O-].C[N+](=O)[O-]

Bonds (Å) are listed after each position.
CARTESIAN COORDINATES (ANGSTROEM)
1 C -0.75953 5.01266 -0.92682  N2 1.497, H5 1.081, H6 1.089, H7 1.085
2 N 0.33349 6.02986 -0.81913  C1 1.497, O3 1.215, O4 1.217
3 O 0.16496 6.97066 -0.06899  N2 1.215
4 O 1.31284 5.86485 -1.52191  N2 1.217
5 H -1.38761 5.08124 -0.04996  C1 1.081
6 H -0.26925 4.04350 -1.00279  C1 1.089
7 H -1.23973 5.22589 -1.87571  C1 1.085
8 C -0.23495 -0.82101 -4.56962  N9 1.480, H12 1.086, H13 1.082, H14 1.085
9 N -0.37302 -2.25631 -4.23745  C8 1.480, O10 1.212, O11 1.213
10 O -1.37175 -2.82739 -4.61844  N9 1.212
11 O 0.53482 -2.77244 -3.62115  N9 1.213
12 H 0.23246 -0.71955 -5.54517  C8 1.086
13 H 0.35214 -0.33592 -3.80050  C8 1.082
14 H -1.22085 -0.36899 -4.60448  C8 1.085
15 C -0.13785 0.89433 0.64313  N16 1.508, H19 1.080, H20 1.082, H21 1.088
16 N -0.06963 0.85681 -0.86331  C15 1.508, O17 1.213, O18 1.212
17 O -0.20661 -0.22066 -1.40397  N16 1.213
18 O 0.23559 1.87716 -1.44109  N16 1.212
19 H 0.15587 1.89164 0.93693  C15 1.080
20 H 0.46750 0.06282 0.97799  C15 1.082
21 H -1.18634 0.73583 0.88541  C15 1.088
22 C 0.84732 -2.64616 2.91617  C23 1.386, C27 1.391, H31 1.081
23 C 1.83677 -3.58653 2.67450  C22 1.386, C24 1.382, H32 1.084
24 C 2.62497 -4.09614 3.68834  C23 1.382, C25 1.385, H33 1.078
25 C 2.35139 -3.68704 4.98265  C24 1.385, C26 1.378, N28 1.470
26 C 1.37484 -2.75779 5.26628  C25 1.378, C27 1.385, H34 1.080
27 C 0.64194 -2.21622 4.22302  C22 1.391, C26 1.385, H35 1.083
28 N 3.10547 -4.28236 6.09501  C25 1.470, O29 1.213, O30 1.213
29 O 3.69948 -5.31707 5.87476  N28 1.213
30 O 3.07320 -3.70887 7.16371  N28 1.213
31 H 0.30795 -2.18559 2.10039  C22 1.081
32 H 2.09531 -3.92443 1.67801  C23 1.084
33 H 3.34023 -4.87782 3.48745  C24 1.078
34 H 1.16878 -2.47546 6.28852  C26 1.080
35 H -0.11426 -1.46108 4.40072  C27 1.083
36 C -7.95561 2.18697 -0.58903  C37 1.388, C41 1.386, H45 1.083
37 C -7.14549 1.06374 -0.49479  C36 1.388, C38 1.383, H46 1.081
38 C -5.80460 1.15888 -0.81807  C37 1.383, C39 1.379, H47 1.081
39 C -5.28780 2.36933 -1.23026  C38 1.379, C40 1.375, N42 1.457
40 C -6.09465 3.47433 -1.36580  C39 1.375, C41 1.386, H48 1.083
41 C -7.44376 3.38706 -1.05818  C36 1.386, C40 1.386, H49 1.079
42 N -3.84513 2.49867 -1.38476  C39 1.457, O43 1.217, O44 1.216
43 O -3.15280 1.55669 -1.04503  N42 1.217
44 O -3.41898 3.54612 -1.83188  N42 1.216
45 H -9.01031 2.12547 -0.34916  C36 1.083
46 H -7.52412 0.11695 -0.13587  C37 1.081
47 H -5.16164 0.29041 -0.78862  C38 1.081
48 H -5.73068 4.43842 -1.69807  C40 1.083
49 H -8.12080 4.22350 -1.14157  C41 1.079
50 C 3.86921 -0.27228 -2.03904  C51 1.389, C55 1.393, H59 1.082
51 C 5.17078 -0.09096 -1.59020  C50 1.389, C52 1.382, H60 1.082
52 C 5.67264 -0.88748 -0.57894  C51 1.382, C53 1.385, H61 1.081
53 C 4.88888 -1.90280 -0.05741  C52 1.385, C54 1.381, N56 1.459
54 C 3.60686 -2.12727 -0.51779  C53 1.381, C55 1.382, H62 1.081
55 C 3.09987 -1.30463 -1.50615  C50 1.393, C54 1.382, H63 1.083
56 N 5.43074 -2.73079 1.01457  C53 1.459, O57 1.219, O58 1.211
57 O 4.82265 -3.74286 1.31575  N56 1.219
58 O 6.45846 -2.35947 1.53764  N56 1.211
59 H 3.43340 0.41578 -2.75086  C50 1.082
60 H 5.78075 0.69519 -2.01508  C51 1.082
61 H 6.68653 -0.77243 -0.22180  C52 1.081
62 H 3.02582 -2.96566 -0.16138  C54 1.081
63 H 2.06388 -1.39334 -1.81072  C55 1.083



# 3
C4H9N2O2 | the ωB97M-V functional and the def2-TZVPD basis

Output
Structure (SMILES) ... C[C@@H](NC[O-])C(N)=O
Charge ... -1
Relative energy (zero: lowest compared OMol25 entry of this formula, charge and spin) ... 163.1 kJ/mol

Bonds (Å) are listed after each position.
CARTESIAN COORDINATES (ANGSTROEM)
1 O 2.44665 -0.37136 -0.39674  C2 1.225
2 C 1.26412 -0.64459 -0.56366  O1 1.225, N3 1.347, C4 1.551
3 N 0.82073 -1.15638 -1.72859  C2 1.347, H9 1.003, H10 1.006
4 C 0.16093 -0.56055 0.52390  C2 1.551, C5 1.544, N6 1.425, H11 1.088
5 C 0.66385 0.36752 1.65057  C4 1.544, H12 1.067, H13 1.075, H14 1.089
6 N -1.08598 -0.28258 -0.10632  C4 1.425, C7 1.561, H15 1.013
7 C -1.48622 1.18120 -0.47350  N6 1.561, O8 1.315, H16 1.114, H17 1.112
8 O -2.48287 1.60423 0.27322  C7 1.315
9 H 1.48079 -1.25613 -2.47780  N3 1.003
10 H -0.15579 -1.37401 -1.83424  N3 1.006
11 H 0.28444 -1.59228 0.84629  C4 1.088
12 H 1.73093 0.35632 1.67587  C5 1.067
13 H 0.30418 1.35739 1.43639  C5 1.075
14 H 0.22777 0.06956 2.60322  C5 1.089
15 H -1.88536 -0.55039 0.45565  N6 1.013
16 H -0.54491 1.76006 -0.33302  C7 1.114
17 H -1.74326 1.09201 -1.55124  C7 1.112



Number 1: highest occupied orbital energy -0.1709 Ha, E_tot -725.22527 Eh. Number 2: highest occupied orbital energy -0.3718 Ha, E_tot -2045.47406 Eh. Number 3: highest occupied orbital energy -0.1017 Ha, E_tot -417.82052 Eh.